{"formula": "C31H72B3IN6O13P2S", "method": "ωB97M-V/def2-TZVPD", "species": ["C", "C", "C", "O", "S", "O", "O", "C", "O", "C", "C", "C", "C", "C", "C", "B", "O", "C", "C", "C", "C", "C", "O", "I", "B", "O", "O", "C", "C", "O", "O", "B", "O", "C", "C", "H", "H", "H", "H", "H", "H", "H", "H", "H", "H", "H", "H", "H", "H", "H", "H", "H", "H", "H", "H", "H", "H", "H", "H", "H", "H", "H", "H", "H", "H", "H", "H", "H", "H", "H", "H", "C", "N", "C", "P", "O", "N", "C", "C", "N", "C", "C", "H", "H", "H", "H", "H", "H", "H", "H", "H", "H", "H", "H", "H", "H", "H", "H", "H", "H", "C", "N", "C", "P", "O", "N", "C", "C", "N", "C", "C", "H", "H", "H", "H", "H", "H", "H", "H", "H", "H", "H", "H", "H", "H", "H", "H", "H", "H"], "xyz": [[1.702544, -5.939288, 2.288553], [2.262189, -4.725808, 2.419251], [2.675443, -3.847995, 1.255920], [4.106710, -3.768007, 1.317911], [4.642293, -2.459778, 2.033908], [4.029203, -2.368145, 3.331454], [6.059146, -2.599139, 2.100707], [4.119473, -1.095287, 0.957574], [5.052387, -0.924066, -0.110367], [6.392358, -0.508288, 0.128328], [6.756077, 0.904486, -0.361103], [8.028770, 1.345710, 0.378780], [7.019127, 1.020584, -1.872431], [8.170397, 0.167351, -2.405146], [5.753590, 0.853230, -2.752195], [4.191925, 0.274175, 1.844470], [3.594758, 1.453532, 1.463434], [5.106951, 0.408700, 3.154358], [5.685620, 1.854255, 3.254698], [2.745338, -1.422243, 0.256815], [1.945694, -0.144886, -0.075706], [0.790873, -0.196700, -1.033333], [0.487538, -0.974201, -1.883555], [-0.547246, 1.561979, -0.844180], [3.224185, -1.963348, -1.205444], [3.222616, -1.114138, -2.271074], [3.686903, -3.264665, -1.449094], [1.919150, -2.505381, 1.023774], [0.698244, -2.981738, 0.227793], [-0.404533, -2.122516, 0.427014], [-1.521902, -2.774571, -0.142018], [1.258788, -1.903216, 2.362602], [1.694265, -0.673862, 2.893330], [0.142261, -2.610456, 3.231196], [-1.145712, -1.738896, 3.343749], [2.052743, -6.763330, 2.896875], [0.921871, -6.083834, 1.545876], [2.445367, -4.370204, 3.430204], [2.486866, -4.453752, 0.372301], [7.031672, -1.172648, -0.458982], [6.796957, -0.605384, 1.132716], [5.980712, 1.631318, -0.093937], [8.784921, 0.558357, 0.365384], [8.483161, 2.204530, -0.115257], [7.835641, 1.630366, 1.411530], [7.323673, 2.058503, -2.040665], [8.425211, 0.414695, -3.433384], [7.836131, -0.876929, -2.427658], [9.056634, 0.175676, -1.773941], [5.803371, -0.058478, -3.348828], [4.884755, 0.868396, -2.099138], [5.670084, 1.696887, -3.434541], [2.889924, 1.711460, 2.066317], [5.968993, -0.254134, 3.126847], [4.466802, 0.249092, 4.025114], [5.955238, 2.201706, 2.260494], [6.621897, 1.810462, 3.813319], [5.011737, 2.538920, 3.760083], [1.608426, 0.388286, 0.806754], [2.650139, 0.560982, -0.523235], [3.928992, -1.344298, -2.880701], [4.634621, -3.270840, -1.271108], [0.862679, -3.188174, -0.835865], [0.416727, -3.948780, 0.662393], [-2.240053, -2.601233, 0.482513], [2.180744, -0.889804, 3.699903], [-0.142024, -3.571539, 2.805014], [0.533522, -2.816862, 4.233335], [-2.000267, -2.392606, 3.173623], [-1.286355, -1.277594, 4.315588], [-1.163971, -1.015442, 2.529944], [-7.876305, -1.423713, 5.291662], [-6.515189, -1.434325, 4.795868], [-5.852159, -0.182811, 5.154498], [-6.042705, -2.085671, 3.281570], [-4.570217, -2.300803, 3.527504], [-6.513839, -3.760860, 3.206044], [-6.807970, -4.468816, 4.442791], [-5.626760, -4.561692, 2.370633], [-7.503000, -1.576661, 2.429689], [-8.316981, -2.512045, 1.651189], [-7.220401, -0.392980, 1.582741], [-8.472631, -0.599655, 4.876607], [-7.862913, -1.309344, 6.378312], [-8.404713, -2.349785, 5.082787], [-6.286129, 0.675400, 4.621331], [-4.789973, -0.224228, 4.915431], [-5.934023, 0.000938, 6.227156], [-6.043295, -4.311964, 5.213632], [-6.885012, -5.540329, 4.251039], [-7.779892, -4.177604, 4.843572], [-4.705075, -4.843213, 2.892612], [-5.343166, -4.013154, 1.468430], [-6.137787, -5.472890, 2.049737], [-7.757306, -3.010556, 0.855916], [-9.140795, -1.958399, 1.191727], [-8.770935, -3.260625, 2.292247], [-6.604187, -0.648902, 0.715680], [-6.687033, 0.367187, 2.161695], [-8.146827, 0.061777, 1.232085], [-1.520302, 3.558184, -7.024607], [-0.807302, 3.886449, -5.807931], [-0.030431, 2.728795, -5.368023], [-1.450514, 4.842651, -4.531147], [-0.155608, 5.284826, -3.894725], [-1.921930, 6.407599, -5.141060], [-1.376216, 6.863419, -6.409224], [-1.810093, 7.462575, -4.140677], [-3.092738, 4.217604, -4.740676], [-4.247755, 5.100410, -4.908994], [-3.411392, 3.240726, -3.671208], [-2.216317, 2.717427, -6.895881], [-0.801517, 3.278098, -7.799022], [-2.088103, 4.398217, -7.416304], [-0.678388, 1.903076, -5.040824], [0.621100, 2.992382, -4.535608], [0.608532, 2.366295, -6.175729], [-0.289664, 6.726852, -6.477194], [-1.597180, 7.922712, -6.552430], [-1.850462, 6.353981, -7.249970], [-0.780109, 7.816380, -4.022532], [-2.152759, 7.110138, -3.164629], [-2.440806, 8.310741, -4.420816], [-4.379139, 5.800261, -4.079817], [-5.149671, 4.485155, -4.981032], [-4.181378, 5.656555, -5.838718], [-3.540880, 3.727165, -2.699408], [-2.604347, 2.507752, -3.574415], [-4.320371, 2.688142, -3.910441]], "atomic_forces_ev_per_a": [[0.228, 0.694, -0.365], [-0.353, -0.202, 0.506], [-1.724, -0.386, -0.235], [0.248, 0.813, -0.093], [0.741, -0.988, 1.431], [-1.063, 0.427, -0.316], [0.257, 0.091, -0.992], [-0.385, 1.301, -0.157], [-0.152, -0.473, 0.111], [1.526, 0.606, -0.666], [0.284, 0.196, 0.051], [0.099, -0.075, -0.064], [-0.134, 0.642, -0.790], [-0.528, -0.854, 0.365], [0.434, 0.237, 0.562], [0.355, 0.258, 1.585], [-0.380, -0.632, -0.708], [0.031, 0.963, -0.811], [0.334, -0.845, -0.002], [-0.001, -1.113, -1.269], [0.186, 0.596, 0.695], [-0.793, -1.049, -1.422], [0.732, 0.892, 1.067], [0.257, -0.030, 0.117], [0.473, -0.396, -0.500], [-0.018, 0.472, 0.477], [0.116, 0.457, 0.314], [-0.567, 1.122, 0.063], [-0.361, -1.318, 0.075], [0.415, 0.672, 0.384], [-0.298, -0.385, -0.585], [-0.017, 0.027, 1.294], [0.709, -0.182, -0.665], [-0.068, -0.115, -0.272], [0.166, -0.657, -0.544], [-1.111, 0.148, 0.879], [0.902, -0.679, -0.819], [1.325, -0.258, -0.152], [0.306, 0.097, -0.164], [-0.167, -0.275, 0.079], [-0.823, -0.242, 0.294], [-0.220, -0.163, -0.102], [-0.016, -0.061, 0.145], [-0.071, 0.080, -0.025], [-0.010, -0.154, 0.054], [0.053, 0.065, 0.288], [0.063, 0.222, 0.027], [0.112, -0.042, -0.087], [0.129, 0.268, -0.120], [-0.206, -0.108, 0.086], [-0.255, -0.210, -0.259], [-0.055, -0.068, -0.149], [0.140, 0.339, 0.106], [-0.322, -0.470, 0.439], [0.255, -0.486, 0.131], [-0.230, 0.403, 0.034], [-0.085, 0.140, 0.211], [-0.045, 0.180, -0.203], [-0.238, -0.229, 0.047], [-0.165, 0.066, -0.212], [-0.243, -0.200, -0.339], [0.033, -0.431, 0.108], [0.176, 0.397, -0.026], [-0.085, -0.002, -0.010], [0.232, 0.186, 0.325], [-0.212, 0.195, 0.256], [0.074, -0.106, 0.116], [0.075, -0.029, -0.007], [-0.167, 0.113, 0.171], [0.149, 0.235, -0.040], [-0.106, 0.361, 0.285], [-0.427, 0.117, -0.346], [0.268, 0.277, -0.182], [0.485, -0.040, -0.061], [-2.103, -4.003, 4.182], [0.051, 2.353, -2.447], [-0.514, -0.100, 0.121], [-0.085, 0.191, 0.252], [0.106, 0.183, -0.141], [1.992, 1.044, -1.684], [-0.076, -0.350, -0.034], [-0.054, 0.331, 0.407], [0.010, -0.012, -0.005], [0.148, 0.013, -0.010], [0.059, 0.027, -0.147], [-0.070, 0.039, 0.141], [-0.034, -0.110, -0.059], [-0.116, -0.060, -0.002], [-0.024, -0.054, 0.034], [0.121, 0.020, -0.154], [0.096, 0.050, 0.074], [0.040, 0.044, -0.057], [0.016, -0.015, 0.024], [-0.081, 0.028, 0.058], [-0.070, -0.056, -0.038], [0.181, 0.227, 0.017], [0.204, -0.068, 0.041], [-0.084, 0.040, -0.090], [0.032, -0.064, 0.009], [-0.039, -0.068, 0.038], [-0.537, -0.142, 0.038], [0.093, -0.226, 0.287], [0.328, 0.141, 0.328], [1.253, 2.822, -5.631], [-1.381, -1.887, 2.614], [-0.442, 0.077, -0.435], [0.103, -0.261, -0.192], [-0.003, -0.143, 0.195], [0.226, -0.393, 2.864], [-0.088, 0.328, -0.087], [0.253, -0.427, -0.287], [0.002, 0.012, -0.005], [0.106, 0.013, 0.103], [-0.046, 0.018, 0.148], [0.045, -0.074, -0.127], [-0.073, 0.104, 0.006], [-0.091, 0.038, -0.085], [0.005, 0.041, -0.054], [-0.006, 0.025, 0.192], [0.122, -0.061, 0.012], [0.001, -0.029, 0.086], [0.041, 0.007, -0.002], [-0.024, -0.052, -0.093], [-0.082, 0.052, -0.036], [0.152, -0.199, 0.155], [0.174, 0.099, 0.091], [-0.120, -0.040, 0.021], [0.028, 0.069, 0.013], [-0.007, 0.054, -0.066]], "energy_ha": -3984.084284, "lumo_ev": 0.076, "smiles": "C=C[C@@H]1OS(=O)(=O)[C@](OC[C@@H](C)C(C)C)(B(O)CC)[C@@](CC(=O)I)(B(O)O)[C@]1(COO)B(O)CC.CN(C)P(=O)(N(C)C)N(C)C.CN(C)P(=O)(N(C)C)N(C)C", "largest_force_ev_per_a": 6.4}